No. 1
The following is a quantum chemistry calculation of a cluster of 8 separate species, C4H23NO8 in total at a distorted geometry, from OMol25.

Last column: Löwdin charge in e.
Atoms and positions in Å:
H: -1.0024 2.7700 3.5057  0.0578
H: -1.6487 2.1410 -1.5123  0.0411
H: 1.0511 -1.1932 1.1903  0.0986
C: 0.2570 2.3570 -0.4853  -0.2239
H: -3.7643 -0.0347 -2.2132  0.0188
H: -0.4258 3.2463 -2.2584  0.0747
O: -3.0479 1.8811 0.6266  -0.0621
C: 0.1797 -1.3308 0.5319  -0.2051
H: -1.4608 -2.7986 -1.1605  0.0066
O: -0.5654 2.1850 2.8790  -0.0449
O: -2.3974 -2.8888 -1.4012  -0.0732
O: -2.9062 -0.2126 -1.8990  -0.0536
H: 1.2025 2.8473 -0.6734  0.0958
N: 0.5725 1.0513 0.2177  -0.0688
O: 3.1337 -2.0742 0.9411  -0.0237
H: -2.5100 -2.9126 -2.3590  0.0492
H: -0.3871 1.3237 -2.2427  0.0607
C: -0.6025 2.2878 -1.7897  -0.0710
H: 2.3548 1.1732 1.6897  -0.0183
H: 3.6315 -1.2766 1.0943  0.0466
O: -0.1551 -2.4245 0.1663  0.0531
O: 2.6580 -2.6892 -1.8607  -0.0641
H: -0.3503 2.8675 0.2724  0.0836
H: 2.6711 -2.5476 -0.9112  -0.0204
H: 0.3488 2.4467 3.0219  0.0437
H: -2.3824 1.4699 1.2165  0.0234
C: -0.2957 -0.0635 -0.1946  -0.1851
H: 3.4400 -2.7480 1.5322  0.0579
H: 0.2831 1.1831 1.1776  0.0419
O: 3.0337 1.7951 1.9382  -0.0644
H: -0.1986 -0.3279 -1.2414  0.1182
H: -2.5784 2.5915 0.1626  0.0219
H: 3.1805 -2.1312 -2.4351  0.0275
H: -1.3483 0.1024 0.0695  0.0992
H: -2.8084 -0.8926 -1.2163  0.0157
H: 3.9596 1.5568 1.7775  0.0425

Atoms 1-6, force components in eV/Å:
-0.496 -0.094 -0.043
-0.004 0.348 -0.193
-0.327 -0.062 0.568
-0.944 -0.843 0.693
-1.642 -0.241 0.106
-0.100 -0.322 -0.903

Properties
- E_LUMO (eV) = 0.0
- HOMO energy (eV) = -9.367
- relative energy (zero: lowest compared OMol25 entry of this formula, charge and spin) (kJ/mol) = 209.66
- energy (hartree) = -822.8052
- Kohn-Sham gap (eV) = 9.42
- multiplicity = 1
- SMILES string = CCNCC=O.O.O.O.O.O.O.O

No. 2
The following is a quantum chemistry calculation of a cluster of 2 separate species, C17H25N5O3 in total at a distorted geometry, from OMol25.

Last column: Löwdin charge in e.
Atoms and positions in Å:
H: -2.8183 -1.9837 0.3346  0.1104
H: 4.5539 0.1747 -0.4729  0.0885
H: -3.4643 0.4315 0.3033  0.1167
H: 1.5543 -1.4145 -1.4650  0.1286
H: 5.6701 -3.6410 -4.0736  0.0829
H: 4.2233 -4.3411 -4.8416  0.0851
C: 1.9534 -3.5037 -1.4301  -0.0521
O: -3.8736 5.9043 2.8741  0.0717
H: -3.0389 -0.1243 1.9267  0.1230
C: -1.5655 1.1854 1.0273  -0.2856
H: -0.3914 -2.5507 0.6203  0.0964
C: 3.5034 -0.1001 -0.5604  0.0088
O: 2.2092 -5.1023 -3.1880  0.0382
N: -2.7701 4.0235 3.3085  0.1271
H: -0.6806 0.4482 2.8796  0.1102
H: 0.5955 -0.3242 0.2230  0.0859
H: -1.7710 -1.0180 -0.7101  0.1138
H: 1.0726 -0.9223 1.8192  0.1142
C: -2.0539 -1.2003 0.3321  -0.1931
H: -1.7183 2.1710 3.6435  0.1209
N: -3.4150 4.5550 1.0836  0.0674
H: 0.8913 -3.6043 -1.6542  0.1257
H: -3.9562 4.6565 -2.1004  0.1024
H: -2.7775 4.3093 4.2833  0.1632
H: 0.3949 1.4702 1.9112  0.1206
C: -3.6760 4.4289 -1.0762  -0.1106
C: 4.8080 -4.2915 -3.9203  -0.0534
C: -0.8265 -1.6777 1.1163  -0.1977
H: 4.3836 -3.1000 -2.1972  0.0955
H: 3.0733 0.3904 -1.4319  0.0845
C: -3.3840 4.8811 2.4243  -0.4558
C: -2.8413 3.3915 0.6210  -0.2426
N: 2.2685 -2.0810 -1.2201  0.0722
C: 3.4020 -1.6002 -0.7087  -0.5651
C: -0.3693 0.6879 1.8586  -0.1661
H: -4.4797 6.1718 0.0080  0.1249
O: 4.3467 -2.3096 -0.3948  0.0342
C: 2.7402 -4.2009 -2.5527  -0.4928
H: 2.1585 -4.0433 -0.5047  0.1320
C: -3.9529 5.2224 0.0007  -0.0302
N: 3.9767 -3.7740 -2.8360  0.0223
N: -2.9829 3.2886 -0.6808  0.1193
H: 2.9749 0.2063 0.3395  0.0701
H: -1.1900 1.3922 0.0188  0.1437
H: 5.1532 -5.2964 -3.6708  0.0853
H: -1.1343 -1.9856 2.1209  0.1161
C: -2.1775 2.8186 2.9007  0.0012
C: -2.1880 2.4645 1.5583  -0.0916
C: 0.2256 -0.5698 1.2222  -0.2114
C: -2.6358 0.0867 0.9309  -0.1550

Atoms 1-6, force components in eV/Å:
0.062 0.070 -0.101
-0.134 -0.091 0.022
0.055 0.043 0.135
0.060 -0.093 -0.057
-0.171 -0.003 0.143
0.074 -0.038 0.096

Properties
- E_LUMO (eV) = 0.4
- HOMO energy (eV) = -8.408
- relative energy (zero: lowest compared OMol25 entry of this formula, charge and spin) (kJ/mol) = 65.77
- energy (hartree) = -1162.3719
- Kohn-Sham gap (eV) = 8.86
- multiplicity = 1
- SMILES string = O=c1[nH]cc(C2CCCCC2)c2nccn12.CNC(=O)CNC(C)=O

No. 3
The following is a quantum chemistry calculation of a cluster of 2 separate species, C3H7N in total at a distorted geometry, from OMol25.

Last column: Löwdin charge in e.
Atoms and positions in Å:
C: 0.7035 -0.6646 1.7624  -0.1742
H: -0.9866 -1.0582 -1.2968  0.0878
H: 0.8239 -1.1707 0.8028  0.0425
H: 1.3794 -1.0353 2.6237  0.0769
H: 0.2544 1.7721 -1.7095  0.0537
H: 0.9419 0.4812 -2.5029  0.0293
N: -0.2385 0.0401 2.2406  -0.0062
C: 0.2248 0.6921 -1.7833  -0.0606
H: -1.4686 0.4293 -0.5684  0.0153
H: -0.9489 0.4823 1.5557  0.0512
C: -0.6853 0.0318 -1.1242  -0.1157

Atoms 1-6, force components in eV/Å:
-0.088 -1.134 2.801
1.272 1.240 0.137
-0.028 0.723 -0.292
-0.546 0.404 -1.675
-0.230 0.291 0.642
1.063 -1.769 -1.055

Properties
- E_LUMO (eV) = 1.2
- HOMO energy (eV) = -9.755
- relative energy (zero: lowest compared OMol25 entry of this formula, charge and spin) (kJ/mol) = 218.70
- energy (hartree) = -173.1588
- Kohn-Sham gap (eV) = 10.91
- multiplicity = 1
- SMILES string = C=C.C=N

No. 4
The following is a quantum chemistry calculation of an isolated molecule of C6H10N2 at a distorted geometry, from OMol25.

Last column: Löwdin charge in e.
Atoms and positions in Å:
C: -0.3498 -1.2100 -0.5140  -0.2106
H: -0.9873 1.9984 -0.5271  0.1547
C: -2.0924 0.0874 0.7852  -0.0755
H: 2.8236 -0.4149 -0.6023  0.1517
C: -1.2412 -0.0264 -0.4819  -0.4575
H: -2.0140 -0.4234 -1.2513  0.1576
H: 1.5351 0.1998 1.9608  0.0886
H: -0.2443 -1.7360 -1.4768  0.1312
C: 1.8458 -0.0942 -0.1812  -0.2238
C: 1.2023 0.1359 1.0125  -0.0877
H: -1.3598 0.4209 1.6104  0.0909
H: -0.9114 -1.9321 0.0136  0.0860
N: 0.9319 -1.1126 0.1299  0.0158
C: 0.8946 1.1153 -0.1240  -0.1640
N: -0.4092 1.1044 -0.7384  -0.0116
H: -2.9785 0.7840 0.6664  0.0804
H: -2.5088 -1.0081 1.0655  0.1179
H: 1.4318 2.1213 -0.1792  0.1560

Atoms 1-6, force components in eV/Å:
0.319 -1.348 0.226
1.826 -1.864 -0.426
0.177 -1.396 1.745
-0.555 1.034 0.596
-1.612 -1.269 -1.071
1.056 1.824 0.197

Properties
- E_LUMO (eV) = 1.1
- HOMO energy (eV) = -8.445
- relative energy (zero: lowest compared OMol25 entry of this formula, charge and spin) (kJ/mol) = 452.67
- energy (hartree) = -343.9643
- Kohn-Sham gap (eV) = 9.50
- multiplicity = 1
- SMILES string = C[C@@H]1CN2[C@@H]3[C@H](N1)[C@@H]32

No. 5
The following is a quantum chemistry calculation of a cluster of 2 separate species, C3H8BrN2 in total, from OMol25.

Last column: Löwdin charge in e.
Atoms and positions in Å:
H: -1.8765 1.2818 -0.7844  0.1347
H: -0.3941 -1.1283 -1.5799  0.1307
N: -0.3780 1.0402 0.6758  0.0794
C: -0.9593 -0.7273 -0.7391  -0.0935
H: 4.2125 0.1000 -0.3729  -0.2702
H: -0.1559 -2.0876 0.7573  0.1757
H: 0.4015 -0.1405 2.2257  0.1676
N: -0.3500 -1.1264 0.5216  0.0773
H: -0.2069 1.9633 1.0426  0.1755
H: -1.9855 -1.1021 -0.7942  0.1354
C: -0.8982 0.8136 -0.6644  -0.0969
H: -0.2112 1.2314 -1.4030  0.1270
C: -0.0466 -0.0856 1.2470  -0.1663
Br: 2.8484 -0.0325 -0.1324  0.4235

Atoms 1-6, force components in eV/Å:
0.117 -0.077 0.020
-0.027 0.043 0.050
0.065 0.262 0.147
-0.451 -0.044 -0.583
0.798 0.090 -0.136
0.049 0.121 0.186

Properties
- E_LUMO (eV) = -3.4
- HOMO energy (eV) = -14.501
- relative energy (zero: lowest compared OMol25 entry of this formula, charge and spin) (kJ/mol) = 9.13
- energy (hartree) = -2802.4010
- Kohn-Sham gap (eV) = 11.11
- multiplicity = 1
- net charge = +1

No. 6
The following is a quantum chemistry calculation of a cluster of 2 separate species, CH3FN2 in total at a distorted geometry, from OMol25.

Last column: Löwdin charge in e.
Atoms and positions in Å:
H: 0.7698 -2.4074 -0.0430  0.0231
H: -0.8865 2.1808 -0.3050  0.0656
H: -1.4616 1.1275 -1.2339  0.0855
C: 0.7877 -1.7438 0.8081  -0.1390
F: 0.5042 0.8503 -0.5821  -0.1819
N: -0.8774 1.1604 -0.3603  0.0336
N: 1.1638 -1.1679 1.7163  0.1131

Atoms 1-6, force components in eV/Å:
1.606 -0.485 0.117
0.663 0.076 0.692
1.511 -1.090 0.125
-8.170 -6.756 -12.354
-1.196 0.301 -0.744
-0.979 0.749 -0.115

Properties
- E_LUMO (alpha / beta) (eV) = 1.0 / -3.8
- HOMO energy (alpha / beta) (eV) = -5.880 / -10.941
- relative energy (zero: lowest compared OMol25 entry of this formula, charge and spin) (kJ/mol) = 345.25
- energy (hartree) = -248.9201
- Kohn-Sham gap (alpha / beta) (eV) = 6.89 / 7.13
- multiplicity = 3
- <S²> = 2.0031

No. 7
The following is a quantum chemistry calculation of an isolated molecule of C19H18N2O3 at a distorted geometry, from OMol25.

Last column: Löwdin charge in e.
Atoms and positions in Å:
H: -2.1609 2.2650 2.0476  0.1113
H: 4.0050 -2.0771 -2.0195  0.1001
N: 2.3959 0.2074 -1.4168  -0.0323
H: 2.3004 2.9816 -1.9907  0.1522
C: 3.2194 -2.1739 -1.2672  -0.0175
H: 3.9531 -4.1317 -0.7713  0.0856
C: 2.3640 -3.5442 0.5820  -0.0420
C: -4.2595 -0.7687 0.1168  -0.0657
C: 0.5373 0.7833 0.2041  -0.1411
N: 0.6517 -0.3051 0.7978  0.1926
H: 4.3132 0.9970 -1.7005  0.0926
C: 0.3133 -2.9241 1.8637  -0.5218
H: -4.6464 -0.8710 -0.8817  0.0616
H: 2.5083 -4.5046 1.2318  0.1542
C: -2.3432 0.3867 1.0595  -0.1015
H: 3.9372 -0.2129 -2.7094  0.0472
C: 3.1458 -3.4658 -0.6037  -0.0304
C: -4.1372 1.8128 -0.0950  -0.0507
C: 0.6723 3.4953 -0.8606  -0.5031
H: -3.5979 2.6197 0.4725  0.0656
H: -5.1063 1.9979 0.4254  0.0904
H: -1.1551 3.9411 0.3619  0.1559
C: -0.4735 1.8318 0.6294  -0.1154
H: -3.4899 -1.6236 0.0685  0.0952
H: 3.2976 1.3423 -2.9952  0.0970
H: -2.0908 -0.6355 1.3595  0.0966
C: -3.4408 0.5256 0.3072  -0.3158
O: 0.0136 -2.2481 2.8993  0.1996
O: -0.3291 -3.8968 1.4530  0.0995
C: -0.3324 3.1345 0.1600  0.0788
C: 1.4847 -1.3098 0.2737  -0.0612
C: 2.3373 -1.1555 -0.9324  -0.0899
H: -0.9906 1.0543 2.4919  0.1181
C: 1.4442 1.2064 -0.9398  -0.0499
O: 0.8061 4.5839 -1.3421  0.0802
H: -4.1850 2.0580 -1.1563  0.0797
C: 1.4658 2.4825 -1.3761  -0.0011
H: -4.9036 -0.8764 0.9636  0.0694
C: 1.3841 -2.6258 0.8970  -0.0893
H: -0.8891 -2.4434 2.9790  0.1085
C: 3.5023 0.5898 -2.2330  -0.0536
C: -1.5213 1.4971 1.6462  -0.1495

Atoms 1-6, force components in eV/Å:
0.199 0.799 -0.352
-0.502 0.150 0.108
-1.955 -0.490 1.311
-1.373 -1.492 0.589
-0.310 -2.178 0.106
0.293 -0.798 -0.277

Properties
- E_LUMO (eV) = -1.1
- HOMO energy (eV) = -8.030
- relative energy (zero: lowest compared OMol25 entry of this formula, charge and spin) (kJ/mol) = 552.06
- energy (hartree) = -1069.9292
- Kohn-Sham gap (eV) = 6.93
- multiplicity = 1
- SMILES string = CC(C)=CCc1cc(=O)cc2n(C)c3cccc(C(=O)O)c3nc1-2